A structure of composition C41H51CoN4O3P, computed with wB97M-V/def2-TZVPD.

Cartesian coordinates (Å):
Co  -0.14  -0.92  0.26
C  -0.83  -0.32  4.41
C  -1.72  -1.35  4.68
C  -2.02  -2.28  3.70
C  -1.42  -2.15  2.44
N  -0.61  -1.11  2.18
C  -0.30  -0.23  3.14
C  -1.49  -3.10  1.33
C  -2.18  -4.31  1.43
C  -2.14  -5.22  0.39
C  -1.39  -4.91  -0.74
C  -0.71  -3.70  -0.83
C  -0.74  -2.76  0.18
H  -0.56  0.41  5.16
H  -2.17  -1.44  5.66
H  -2.69  -3.10  3.89
H  0.35  0.59  2.85
H  -2.75  -4.54  2.32
H  -2.67  -6.15  0.46
H  -1.33  -5.62  -1.55
H  -0.15  -3.51  -1.73
C  -0.22  -0.76  -4.75
C  -0.80  -0.70  -3.34
C  -1.76  -1.87  -3.14
P  0.46  -0.41  -2.01
C  2.14  -1.10  -2.41
C  2.90  -0.54  -3.62
C  2.15  -2.62  -2.44
C  0.69  1.44  -2.07
C  0.74  2.13  -3.44
C  1.88  1.86  -1.20
H  -1.04  -0.76  -5.47
H  0.34  -1.68  -4.90
H  0.43  0.08  -5.00
H  -1.40  0.22  -3.24
H  -1.26  -2.82  -3.33
H  -2.56  -1.78  -3.88
H  -2.20  -1.89  -2.15
H  2.68  -0.79  -1.52
H  2.43  -0.80  -4.57
H  3.90  -0.98  -3.62
H  3.02  0.54  -3.58
H  1.53  -3.02  -3.25
H  1.79  -3.04  -1.50
H  3.17  -2.98  -2.61
H  -0.22  1.81  -1.60
H  1.59  1.82  -4.05
H  0.83  3.20  -3.26
H  -0.17  1.97  -4.01
H  2.83  1.58  -1.66
H  1.84  1.42  -0.20
H  1.88  2.94  -1.08
O  -1.95  -0.32  -0.36
C  -1.74  0.86  0.06
N  -2.52  1.95  -0.01
C  -1.86  3.05  0.71
C  -0.51  2.36  1.10
O  0.41  2.87  1.70
N  -0.56  1.09  0.62
C  -1.56  4.24  -0.20
C  -2.05  4.30  -1.50
C  -1.78  5.40  -2.30
C  -1.00  6.44  -1.82
C  -0.50  6.38  -0.52
C  -0.78  5.29  0.28
C  -2.69  3.48  1.92
C  -2.11  3.72  3.16
C  -2.90  4.13  4.23
C  -4.27  4.31  4.06
C  -4.84  4.08  2.82
C  -4.05  3.68  1.76
H  -3.51  1.89  -0.18
H  -2.65  3.49  -1.90
H  -2.17  5.44  -3.31
H  -0.79  7.30  -2.44
H  0.10  7.18  -0.14
H  -0.39  5.24  1.29
H  -1.05  3.59  3.30
H  -2.45  4.31  5.19
H  -4.88  4.63  4.90
H  -5.90  4.24  2.68
H  -4.52  3.54  0.78
O  1.73  -1.21  0.67
C  2.35  -1.73  1.61
C  1.88  -2.88  2.44
C  2.94  -4.00  2.29
C  3.58  -4.07  0.89
C  4.83  -3.19  0.68
C  4.56  -1.68  0.68
N  3.65  -1.37  1.80
H  0.92  -3.21  2.06
H  1.75  -2.59  3.49
H  2.45  -4.95  2.52
H  3.72  -3.88  3.04
H  2.82  -3.84  0.13
H  3.88  -5.10  0.70
H  5.30  -3.46  -0.27
H  5.56  -3.43  1.46
H  4.10  -1.34  -0.24
H  5.49  -1.12  0.81
H  4.02  -1.75  2.66

Output
ΔE to the lowest compared entry with this formula, charge and spin: 0.0 kJ/mol
E_HOMO (alpha / beta): -11.03 / -11.03 eV
energy: -102361.1350 eV
frontier orbital gap (alpha / beta): 8.62 / 8.62 eV
charge: +1

=====

The molecule C3H4BrNO in a non-equilibrium geometry, computed with wB97M-V/def2-TZVPD.

Cartesian coordinates (Å):
O  -2.16  -1.57  0.30
C  -1.13  -0.98  0.18
C  -0.25  0.15  0.90
C  0.71  -0.05  -0.25
Br  2.60  -0.31  0.08
N  -0.05  -1.26  -0.62
H  -0.57  1.19  0.98
H  0.30  -0.06  1.87
H  0.80  0.51  -1.20
H  0.27  -1.91  -1.33

Output
ΔE to the lowest compared entry with this formula, charge and spin: 51.2 kJ/mol
E_HOMO: -10.19 eV
energy: -76754.9895 eV
frontier orbital gap: 11.00 eV